1.
99
Properties=species:S:1:pos:R:3:lowdin_spin:R:1 method="wB97M-V/def2-TZVPD" spin_multiplicity=5 s_squared=6.06 e_homo_ev="-10.163 / -11.557" de_lowest_ev=1.063 charge=+1 fmax_ha_per_bohr=0.0637 lumo_energy_ev="-3.6 / -5.4" energy_ev=-57500.930
O 1.906 -2.667 -1.742 0.000
O 0.822 -0.661 -3.122 0.000
C 2.967 -2.427 -0.817 0.002
C 3.248 -3.543 0.164 0.000
H 2.734 -1.490 -0.291 0.002
H 3.842 -2.229 -1.453 0.000
H 2.584 -3.479 1.033 0.000
H 4.271 -3.431 0.531 0.000
H 3.149 -4.527 -0.307 0.000
C 0.691 -3.191 -1.180 0.000
C 0.076 -4.071 -2.240 0.000
H 0.035 -2.337 -0.931 0.000
H 0.879 -3.748 -0.244 0.000
H -0.272 -3.455 -3.077 0.000
H -0.774 -4.641 -1.851 0.000
H 0.835 -4.772 -2.610 0.000
C -0.371 -0.110 -3.722 0.001
C 1.909 -0.919 -4.042 0.000
C -1.537 -1.048 -3.526 0.000
H -0.210 0.086 -4.797 0.000
H -0.561 0.853 -3.219 0.001
H -1.393 -1.963 -4.120 0.000
H -2.460 -0.557 -3.862 0.000
H -1.659 -1.321 -2.468 0.000
C 1.596 -2.058 -4.971 0.000
H 2.770 -1.152 -3.402 0.000
H 2.130 0.005 -4.605 0.000
H 1.337 -2.955 -4.397 0.000
H 2.484 -2.275 -5.571 0.000
H 0.776 -1.797 -5.653 0.000
H 1.073 -0.399 -1.385 0.001
N -0.376 -0.135 2.632 0.569
C -0.725 0.659 3.800 0.098
C -2.050 1.266 3.562 0.373
C -2.456 1.784 2.367 0.049
C -0.702 -0.175 5.087 0.008
H 0.293 -0.597 5.283 0.000
H -1.442 -0.986 5.059 0.000
H -0.953 0.499 5.916 0.000
C -3.816 2.426 2.273 0.000
H -4.428 2.007 1.459 -0.002
H -3.748 3.517 2.144 -0.002
H -4.338 2.235 3.220 0.000
N -1.672 1.782 1.260 0.437
C -0.233 -1.529 2.690 0.050
C 1.030 -2.070 3.047 0.027
C 2.207 -1.189 3.308 0.005
C 1.143 -3.445 3.218 0.000
H 2.109 -3.857 3.528 0.001
C 0.050 -4.286 3.017 0.012
H 0.164 -5.361 3.137 0.001
C -1.192 -3.757 2.672 0.000
H -2.054 -4.411 2.525 0.001
C -1.361 -2.387 2.523 0.025
C -2.732 -1.856 2.226 0.008
C -2.050 2.539 0.107 0.037
C -1.633 3.882 0.017 0.029
C -1.034 4.555 1.211 0.005
C -1.782 4.537 -1.202 -0.001
H -1.405 5.560 -1.291 0.000
C -2.404 3.907 -2.278 0.018
H -2.497 4.424 -3.234 0.001
C -2.917 2.616 -2.140 -0.001
H -3.448 2.131 -2.966 0.000
C -2.756 1.915 -0.947 0.023
C -3.285 0.521 -0.774 0.005
Ir 0.198 1.032 1.157 1.194
H 3.137 -1.728 3.088 0.000
H 2.256 -0.874 4.360 0.000
H 2.190 -0.277 2.696 0.004
H -2.734 -1.121 1.409 0.000
H -3.194 -1.386 3.109 0.004
H -3.380 -2.693 1.931 0.000
H -0.532 5.481 0.914 0.000
H -0.290 3.919 1.715 0.002
H -1.801 4.803 1.959 0.000
H -4.028 0.457 0.037 0.001
H -2.475 -0.188 -0.540 0.001
H -3.765 0.176 -1.699 0.000
H -2.739 1.340 4.402 0.017
C 1.062 0.504 -0.630 0.127
Si 2.111 1.981 -1.218 0.016
H -0.066 0.725 -0.603 0.021
H 1.434 -0.008 0.327 0.029
C 3.842 1.372 -1.663 0.000
C 2.221 3.407 -0.015 0.007
C 1.377 2.756 -2.772 0.007
H 1.969 3.638 -3.059 0.001
H 0.347 3.087 -2.597 0.000
H 1.376 2.062 -3.621 0.000
H 4.442 1.229 -0.753 0.000
H 4.352 2.115 -2.294 0.000
H 3.827 0.420 -2.211 0.000
H 2.032 3.106 1.027 0.001
H 1.489 4.177 -0.286 0.000
H 3.224 3.853 -0.076 0.001
O 0.705 2.295 4.901 0.273
C 0.325 1.802 3.836 0.105
N 0.707 2.093 2.591 0.402



2.
98
Properties=species:S:1:pos:R:3:lowdin_charge:R:1 method="wB97M-V/def2-TZVPD" e_homo_ev=-7.094 de_lowest_ev=1.334 fmax_ha_per_bohr=0.1219 lumo_energy_ev=0.1 energy_ev=-58069.417
O 1.903 -2.272 -3.299 -0.231
O 0.719 -0.727 -4.814 -0.132
C 3.161 -2.336 -2.589 -0.219
C 3.503 -3.612 -1.799 -0.059
H 3.123 -1.502 -1.889 0.102
H 3.953 -2.136 -3.319 0.115
H 2.975 -3.639 -0.822 0.060
H 4.594 -3.556 -1.582 0.094
H 3.279 -4.537 -2.360 0.087
C 0.779 -3.058 -2.798 -0.210
C 0.156 -3.886 -3.883 -0.052
H 0.132 -2.300 -2.374 0.108
H 1.100 -3.700 -1.973 0.108
H -0.284 -3.275 -4.678 0.042
H -0.648 -4.458 -3.447 0.088
H 0.871 -4.548 -4.325 0.079
C -0.629 -0.099 -5.311 -0.072
C 1.823 -0.841 -5.790 -0.154
C -1.694 -1.101 -5.065 -0.057
H -0.354 0.048 -6.344 0.123
H -0.751 0.856 -4.797 0.099
H -1.553 -1.960 -5.737 0.081
H -2.650 -0.645 -5.338 0.094
H -1.721 -1.460 -4.026 0.086
C 1.487 -2.030 -6.621 -0.038
H 2.711 -0.933 -5.175 0.107
H 1.779 0.099 -6.316 0.116
H 1.468 -2.939 -6.024 0.072
H 2.264 -2.092 -7.372 0.092
H 0.503 -1.918 -7.082 0.087
H 1.046 -1.065 -3.914 0.114
N -0.592 -0.263 0.920 0.021
C -1.389 0.223 1.879 -0.344
C -2.206 1.367 1.744 -0.029
C -2.515 2.075 0.552 -0.314
C -1.428 -0.487 3.212 -0.007
H -0.438 -0.898 3.469 0.088
H -2.152 -1.323 3.182 0.087
H -1.756 0.238 3.976 0.086
C -3.743 2.951 0.489 -0.006
H -4.395 2.660 -0.351 0.086
H -3.419 3.994 0.307 0.084
H -4.284 2.875 1.434 0.079
N -1.767 2.055 -0.547 0.024
C -0.203 -1.626 0.926 -0.206
C 1.101 -1.974 1.346 -0.218
C 2.084 -0.919 1.732 -0.034
C 1.431 -3.319 1.396 -0.085
H 2.438 -3.594 1.697 0.108
C 0.506 -4.308 1.094 -0.101
H 0.780 -5.367 1.151 0.101
C -0.791 -3.953 0.707 -0.061
H -1.528 -4.715 0.452 0.105
C -1.166 -2.611 0.622 -0.223
C -2.569 -2.201 0.278 -0.036
C -2.064 2.738 -1.749 -0.200
C -1.510 4.036 -1.969 -0.196
C -0.870 4.801 -0.846 -0.036
C -1.630 4.581 -3.246 -0.054
H -1.190 5.557 -3.439 0.112
C -2.288 3.880 -4.264 -0.102
H -2.359 4.305 -5.263 0.098
C -2.882 2.642 -4.022 -0.075
H -3.429 2.090 -4.794 0.106
C -2.789 2.063 -2.756 -0.225
C -3.399 0.728 -2.463 -0.045
Mg 0.002 1.258 -0.307 0.264
H 2.532 -0.461 0.846 0.079
H 2.880 -1.347 2.343 0.082
H 1.646 -0.100 2.307 0.067
H -2.561 -1.264 -0.311 0.067
H -3.181 -2.014 1.189 0.090
H -3.081 -2.980 -0.295 0.075
H -0.375 5.683 -1.264 0.086
H -0.141 4.211 -0.277 0.045
H -1.620 5.177 -0.139 0.082
H -3.965 0.711 -1.522 0.079
H -2.652 -0.080 -2.434 0.060
H -4.118 0.488 -3.250 0.077
H -2.729 1.684 2.626 0.090
C 0.802 0.768 -1.892 -0.304
Si 2.030 1.780 -2.901 0.389
H -0.210 0.517 -2.417 0.014
H 1.173 -0.302 -1.574 0.018
C 3.684 1.028 -3.251 -0.172
C 2.282 3.197 -1.712 -0.196
C 1.339 2.577 -4.433 -0.165
H 1.903 3.505 -4.587 0.043
H 0.283 2.866 -4.335 0.017
H 1.432 1.972 -5.342 0.006
H 4.242 0.853 -2.333 0.042
H 4.251 1.745 -3.869 0.046
H 3.652 0.078 -3.774 -0.020
H 2.629 2.845 -0.720 0.012
H 1.322 3.736 -1.511 0.022
H 3.025 3.902 -2.107 0.033
N 1.758 2.925 1.845 -0.034
C 1.129 2.362 1.022 -0.306



3.
99
Properties=species:S:1:pos:R:3:lowdin_spin:R:1 method="wB97M-V/def2-TZVPD" spin_multiplicity=6 s_squared=8.76 e_homo_ev="-10.924 / -10.946" de_lowest_ev=0.000 charge=+1 fmax_ha_per_bohr=0.0317 lumo_energy_ev="-3.5 / -2.7" energy_ev=-72575.108
O -0.699 1.190 1.390 -0.008
O 0.487 2.858 -3.457 0.000
C -1.908 2.024 1.183 -0.001
C -2.360 2.693 2.459 0.000
H -2.661 1.330 0.790 0.000
H -1.677 2.751 0.398 0.000
H -2.493 1.985 3.282 0.000
H -3.323 3.181 2.298 0.000
H -1.645 3.455 2.783 0.000
C 0.480 1.933 1.861 0.000
C 0.795 3.131 0.994 0.000
H 1.308 1.214 1.851 0.000
H 0.301 2.221 2.905 0.000
H 1.055 2.811 -0.022 0.000
H 1.652 3.666 1.416 0.000
H -0.044 3.831 0.948 0.000
C 1.571 2.444 -4.306 0.000
C -0.031 4.174 -3.697 0.000
C 2.919 2.518 -3.609 0.000
H 1.598 3.049 -5.230 0.000
H 1.345 1.400 -4.573 0.000
H 3.155 3.545 -3.306 0.000
H 3.695 2.184 -4.305 0.000
H 2.951 1.871 -2.724 0.000
C 0.987 5.297 -3.573 0.000
H -0.831 4.297 -2.955 0.000
H -0.482 4.201 -4.703 0.000
H 1.515 5.275 -2.612 0.000
H 0.459 6.252 -3.643 0.000
H 1.724 5.270 -4.384 0.000
H -0.962 0.893 -3.162 0.000
N 0.070 -1.370 3.611 -0.018
C 0.652 -2.536 3.963 0.002
C 1.051 -3.541 3.064 -0.002
C 1.134 -3.551 1.660 0.002
C 1.003 -2.794 5.406 0.000
H 0.318 -2.312 6.106 0.000
H 2.025 -2.446 5.605 0.000
H 0.959 -3.870 5.597 0.000
C 1.742 -4.752 0.998 0.000
H 2.611 -4.489 0.371 0.000
H 0.984 -5.256 0.378 0.000
H 2.074 -5.434 1.792 0.000
N 0.754 -2.513 0.889 -0.016
C 0.084 -0.252 4.513 -0.001
C -1.133 0.228 5.044 -0.001
C -2.436 -0.427 4.695 0.001
C -1.106 1.297 5.940 0.000
H -2.038 1.641 6.393 0.000
C 0.099 1.911 6.271 -0.001
H 0.121 2.744 6.974 0.000
C 1.290 1.449 5.716 0.000
H 2.237 1.921 5.973 0.000
C 1.304 0.381 4.821 -0.001
C 2.604 -0.075 4.222 0.000
C 1.174 -2.371 -0.482 -0.001
C 0.417 -2.946 -1.522 0.000
C -0.870 -3.661 -1.233 0.001
C 0.920 -2.892 -2.823 0.000
H 0.363 -3.390 -3.623 0.000
C 2.111 -2.215 -3.098 0.000
H 2.474 -2.149 -4.125 0.000
C 2.834 -1.613 -2.066 0.000
H 3.775 -1.091 -2.267 0.000
C 2.381 -1.699 -0.751 0.000
C 3.147 -1.077 0.373 0.000
Sm -0.966 -1.161 1.528 5.066
H -3.101 0.276 4.174 0.000
H -2.951 -0.724 5.620 0.000
H -2.360 -1.336 4.081 0.000
H 2.488 -0.619 3.275 0.000
H 3.167 -0.725 4.910 0.000
H 3.247 0.792 4.007 0.000
H -1.372 -3.888 -2.185 0.000
H -1.583 -3.077 -0.619 0.000
H -0.709 -4.622 -0.719 0.000
H 3.296 -1.762 1.220 0.000
H 2.647 -0.170 0.752 0.000
H 4.141 -0.768 0.026 0.000
H 1.491 -4.414 3.551 0.000
C -1.249 -0.093 -3.575 0.000
Si -2.597 0.006 -4.897 0.000
H -0.335 -0.532 -3.998 0.000
H -1.560 -0.734 -2.738 0.000
C -3.780 1.372 -4.374 0.000
C -3.546 -1.610 -5.088 0.000
C -1.844 0.444 -6.569 0.000
H -2.615 0.473 -7.352 0.000
H -1.087 -0.293 -6.872 0.000
H -1.360 1.430 -6.536 0.000
H -4.361 1.064 -3.494 0.000
H -4.483 1.628 -5.177 0.000
H -3.216 2.278 -4.109 0.000
H -3.824 -2.032 -4.113 0.000
H -2.951 -2.363 -5.624 0.000
H -4.473 -1.452 -5.659 0.000
O -2.960 -4.722 3.245 -0.004
C -2.730 -3.730 2.637 -0.002
N -2.474 -2.727 1.991 -0.015



4.
118
Properties=species:S:1:pos:R:3:lowdin_spin:R:1 method="wB97M-V/def2-TZVPD" spin_multiplicity=3 s_squared=2.01 e_homo_ev="-6.001 / -6.001" charge=-1 fmax_ha_per_bohr=0.1897 lumo_energy_ev="1.5 / 0.5" energy_ev=-249816.191
C 4.831 0.973 7.034 0.000
C 6.434 0.955 6.558 0.000
I 7.519 2.128 8.048 0.000
C 6.537 1.741 5.086 0.000
P 6.848 0.515 3.615 0.000
C 6.909 -0.523 1.988 0.000
C 8.053 -0.086 0.917 0.000
C 8.891 -1.310 0.213 0.000
F 8.415 -2.672 0.525 0.000
Br 10.886 -1.090 0.585 0.000
C 8.779 -1.165 -1.450 0.000
F 9.134 0.211 -1.925 0.000
F 9.885 -2.051 -1.973 0.000
Br 7.078 -1.891 -2.207 0.000
C 8.677 0.431 4.085 0.000
C 9.360 -0.998 4.414 0.000
O 9.307 -2.047 3.398 0.000
C 8.984 -1.679 5.870 0.000
F 7.723 -2.448 5.893 0.000
F 9.146 -0.731 7.028 0.000
F 10.071 -2.708 6.097 0.000
O 5.093 0.357 3.371 0.000
C 4.418 1.454 2.636 0.000
C 3.121 1.132 1.694 0.000
C 2.947 -0.476 1.305 0.000
C 1.304 -0.765 1.325 0.000
N 0.521 -0.920 2.634 0.000
O 0.703 -0.832 0.130 0.000
C 5.598 2.476 2.126 0.000
S 5.458 3.356 0.483 0.000
O 4.427 4.544 0.602 0.000
O 6.848 4.068 0.250 0.000
C 5.165 2.280 -1.008 0.000
F 6.167 2.596 -2.091 0.000
F 3.837 2.693 -1.585 0.000
F 5.083 0.825 -0.761 0.000
O 6.934 1.933 2.545 0.000
H 4.720 0.001 7.715 0.000
H 4.570 1.879 7.726 0.000
H 4.092 0.812 6.134 0.000
H 6.716 -0.176 6.487 0.000
H 5.489 2.304 5.009 0.000
H 7.325 2.636 5.110 0.000
H 6.650 -0.712 4.372 0.000
H 5.876 -0.510 1.386 0.000
H 6.974 -1.655 2.363 0.000
H 8.845 0.691 1.286 0.000
H 7.488 0.462 0.017 0.000
H 8.798 1.056 5.099 0.000
H 9.423 1.001 3.345 0.000
H 10.529 -0.755 4.523 0.000
H 10.161 -2.562 3.313 0.000
H 3.916 2.081 3.520 0.000
H 2.148 1.392 2.336 0.000
H 3.033 1.797 0.723 0.000
H 3.309 -0.736 0.223 0.000
H 3.451 -1.201 2.072 0.000
H 0.485 0.048 3.048 0.000
H -0.463 -1.124 2.319 0.000
H 5.489 3.387 2.893 0.000
C -5.257 3.093 -0.487 0.002
C -3.744 2.774 -0.288 0.021
C -2.914 3.067 -1.576 0.013
C -2.889 1.966 -2.628 0.001
C -2.611 0.607 -1.998 0.012
C -3.608 0.289 -0.856 0.022
N -3.622 1.360 0.201 0.302
O -2.420 1.256 0.924 0.623
C -5.016 0.093 -1.484 0.000
C -3.280 -1.117 -0.263 -0.001
C -3.287 3.853 0.758 -0.001
H -5.900 2.212 -0.494 0.001
H -5.657 3.696 0.339 0.000
H -5.441 3.644 -1.415 0.000
H -1.868 3.259 -1.294 0.002
H -3.264 3.994 -2.047 0.001
H -3.829 1.954 -3.187 0.000
H -2.105 2.188 -3.364 0.001
H -2.661 -0.165 -2.776 0.001
H -1.578 0.588 -1.624 0.003
H -5.766 -0.124 -0.713 0.001
H -5.019 -0.751 -2.185 -0.001
H -5.362 0.950 -2.060 0.000
H -2.250 -1.193 0.103 -0.001
H -3.395 -1.901 -1.022 0.000
H -3.958 -1.361 0.564 0.000
H -3.763 3.694 1.733 0.000
H -3.560 4.860 0.418 0.000
H -2.200 3.860 0.907 0.000
C -9.171 -4.356 -5.424 0.001
C -8.608 -3.489 -4.257 0.021
C -9.688 -3.218 -3.163 0.013
C -10.632 -2.052 -3.420 0.001
C -9.869 -0.812 -3.870 0.012
C -8.969 -1.105 -5.096 0.022
N -8.015 -2.241 -4.842 0.303
O -7.030 -1.774 -3.954 0.623
C -9.890 -1.399 -6.313 0.000
C -8.227 0.203 -5.514 -0.001
C -7.557 -4.440 -3.581 -0.001
H -9.269 -3.820 -6.369 0.001
H -8.500 -5.190 -5.671 0.000
H -10.150 -4.783 -5.183 0.000
H -9.185 -3.013 -2.206 0.002
H -10.285 -4.122 -2.992 0.001
H -11.391 -2.333 -4.157 0.000
H -11.181 -1.821 -2.498 0.001
H -10.586 -0.015 -4.103 0.001
H -9.267 -0.436 -3.031 0.003
H -9.299 -1.625 -7.210 0.001
H -10.516 -0.530 -6.549 0.000
H -10.584 -2.221 -6.148 0.000
H -7.629 0.630 -4.701 -0.001
H -8.940 0.981 -5.813 0.000
H -7.564 0.021 -6.369 0.000
H -6.710 -4.641 -4.247 0.000
H -8.016 -5.405 -3.331 0.000
H -7.164 -4.032 -2.643 0.000